Entry 1:
{"formula": "C11H24O13V2", "method": "the ωB97M-V functional and the def2-TZVPD basis", "total_charge": -3, "multiplicity": 2, "homo_lumo_gap_ev": [3.870, 3.880], "homo_energy_ev": [2.2, 2.2], "species": ["O", "V", "O", "O", "V", "O", "C", "O", "O", "O", "C", "O", "O", "O", "C", "C", "C", "O", "H", "H", "H", "H", "H", "H", "H", "H", "C", "C", "C", "O", "H", "H", "H", "H", "H", "H", "H", "H", "C", "C", "C", "O", "H", "H", "H", "H", "H", "H", "H", "H"], "coordinates": [[6.3064, -1.3538, -1.0565], [4.7424, -0.9594, -0.8799], [4.2527, -1.4825, 0.4971], [1.4997, -2.1050, -0.3529], [0.6615, -0.7803, -0.8741], [0.4040, 0.2018, 0.3722], [3.1940, 0.5857, -2.3762], [4.2559, 0.1482, -2.7832], [2.7305, 0.1240, -1.3591], [2.5861, 1.3437, -3.1106], [-0.3400, -0.4572, -3.4081], [-0.2001, -0.1639, -4.5999], [0.2943, -1.4019, -2.9561], [-0.6523, 0.4661, -2.6045], [2.9052, 1.3308, 2.8870], [3.8179, 2.4736, 2.7102], [5.1555, 2.2005, 3.2244], [3.9499, 2.8808, 1.3863], [1.8692, 1.5037, 2.5954], [2.8608, 0.8332, 3.8557], [3.2313, 0.5275, 2.2264], [3.4179, 3.4012, 3.1195], [5.2522, 1.9361, 4.2774], [5.7378, 3.1189, 3.1493], [5.6873, 1.4330, 2.6620], [4.0651, 3.8336, 1.4096], [-3.1712, -2.6052, 0.9113], [-2.0104, -2.8584, -0.0180], [-2.4915, -3.6547, -1.2659], [-1.5933, -1.5380, -0.4087], [-3.9686, -2.0311, 0.4394], [-2.7839, -2.0861, 1.7880], [-3.5540, -3.5779, 1.2204], [-1.1819, -3.3542, 0.4878], [-3.4535, -3.3383, -1.6690], [-2.5006, -4.7029, -0.9668], [-1.7517, -3.6551, -2.0664], [-2.3109, -0.9798, -0.7171], [-5.2704, 1.3319, -0.7662], [-3.6911, 1.4013, -0.9105], [-3.0998, 1.2101, 0.4837], [-3.3474, 0.3284, -1.6619], [-5.5203, 2.2367, -0.2121], [-5.7002, 0.5427, -0.1493], [-5.7996, 1.3887, -1.7174], [-3.2763, 2.3234, -1.3177], [-3.4813, 2.0687, 1.0363], [-2.0267, 1.3847, 0.4052], [-3.2812, 0.2500, 0.9668], [-2.4196, 0.2765, -1.9030]], "forces_ev_per_angstrom": [[1.508, -0.217, -0.412], [-0.355, 1.976, -4.053], [-1.347, -1.158, 3.745], [-2.537, 2.051, -0.586], [2.999, -0.873, -1.216], [-0.260, -0.498, -0.421], [-2.267, 3.111, -5.965], [7.148, -3.351, 0.361], [-3.432, -3.764, 7.869], [-2.146, 2.987, -1.062], [2.393, 4.316, -3.455], [-1.920, -0.475, -2.953], [1.900, -5.612, 4.475], [-2.934, 1.473, 4.396], [-1.257, -1.652, -0.827], [-0.956, 1.277, 0.824], [2.454, 0.148, 1.114], [-0.048, -0.129, -1.998], [0.047, 0.311, -0.172], [0.405, 0.543, 0.430], [0.077, -0.135, -0.360], [-0.290, -0.122, 1.419], [-0.505, -0.219, 0.224], [0.326, 0.131, -0.212], [-0.255, -0.072, -0.234], [0.020, -0.159, -0.344], [0.255, -0.923, 0.780], [-1.327, 1.533, -1.928], [1.208, -0.481, 0.615], [1.834, -0.976, 0.333], [0.087, 0.013, -0.102], [-0.232, 0.131, 0.074], [-0.380, -0.064, 0.241], [0.111, 0.215, -0.209], [-0.016, 0.117, 0.227], [-0.571, -0.293, 0.060], [0.117, 0.561, 0.022], [-0.502, -0.082, -0.226], [0.905, 1.757, -0.096], [-1.456, -1.381, 1.950], [0.469, 1.701, -0.174], [-1.010, -2.181, -1.368], [-0.315, 0.324, 0.015], [0.642, -0.507, -0.187], [0.151, -0.172, -0.132], [-0.532, 0.370, -0.190], [-0.089, -0.134, 0.798], [0.224, -0.390, 0.117], [-0.278, 0.151, -0.168], [1.934, 0.821, -1.038]], "lowdin_charge": [-0.635, 0.827, -0.523, -0.391, 0.992, -0.401, -1.144, -0.090, -0.117, -0.015, -1.066, -0.071, -0.098, -0.122, -0.044, -0.576, -0.082, -0.010, 0.078, 0.075, 0.088, 0.124, 0.070, 0.067, 0.099, 0.083, -0.079, -0.414, -0.041, -0.115, 0.076, 0.082, 0.067, 0.143, 0.075, 0.059, 0.082, 0.043, -0.058, -0.484, -0.059, -0.063, 0.049, 0.062, 0.059, 0.145, 0.066, 0.077, 0.065, 0.044]}

=====

Entry 2:
{"formula": "C15H17N7ORuS8", "method": "the ωB97M-V functional and the def2-TZVPD basis", "total_charge": -1, "multiplicity": 2, "homo_lumo_gap_ev": [5.868, 5.048], "homo_energy_ev": [-3.9, -3.9], "species": ["Ru", "N", "C", "N", "C", "N", "C", "C", "N", "C", "C", "N", "H", "H", "H", "H", "H", "O", "C", "S", "C", "C", "S", "S", "S", "S", "S", "S", "S", "C", "C", "N", "C", "C", "N", "C", "C", "H", "H", "H", "H", "H", "H", "H", "H", "H", "H", "H", "H"], "coordinates": [[-0.1231, -0.8196, 0.5958], [3.6530, 0.9918, 1.2943], [2.9784, 0.0673, 0.5997], [1.7049, 0.1955, 0.8793], [1.6527, 1.2101, 1.7830], [2.8237, 1.7363, 2.0568], [0.3591, 1.5166, 2.3870], [0.2127, 2.3569, 3.4730], [-0.9520, 2.5084, 4.0993], [-1.9559, 1.7893, 3.6246], [-1.8273, 0.9305, 2.5394], [-0.6729, 0.7979, 1.8937], [4.6413, 1.1697, 1.3048], [3.4072, -0.6696, -0.0603], [1.0705, 2.8978, 3.8534], [-2.9178, 1.8828, 4.1123], [-2.6655, 0.3579, 2.1718], [2.5162, -6.8206, 2.6977], [2.0694, -5.7628, 2.3256], [2.0061, -5.2546, 0.6328], [1.2796, -3.6806, 0.9053], [0.9975, -3.3534, 2.1736], [0.2986, -1.8314, 2.6742], [1.3860, -4.5404, 3.4053], [1.0057, -2.6367, -0.4743], [-2.1337, -1.8794, 0.5788], [-3.7568, -0.8510, 0.0309], [-4.5315, 1.3774, 0.5185], [-3.3763, 2.9409, 0.5260], [-1.0504, 1.4401, -1.3695], [-1.1373, 2.0760, -2.7815], [-0.5597, 1.1906, -3.8009], [-1.2542, -0.0954, -3.7562], [-1.1173, -0.7514, -2.3633], [-0.3554, 0.1381, -1.4433], [0.9812, 0.3749, -2.0471], [0.8414, 0.9509, -3.4759], [-2.0355, 1.2614, -0.9467], [-0.5013, 2.0739, -0.6712], [-0.6022, 3.0272, -2.8167], [-2.1765, 2.2724, -3.0481], [-0.8408, -0.7355, -4.5387], [-2.3046, 0.0825, -3.9951], [-0.6072, -1.7123, -2.3945], [-2.0969, -0.9064, -1.9258], [1.5344, -0.5633, -2.0320], [1.4992, 1.0891, -1.4108], [1.2515, 0.2634, -4.2190], [1.3814, 1.8967, -3.5659]], "forces_ev_per_angstrom": [[-0.301, 0.099, -0.333], [0.036, 0.045, -0.027], [0.037, -0.065, 0.006], [0.045, -0.178, 0.097], [-0.075, 0.078, -0.036], [0.018, -0.008, 0.005], [0.062, -0.019, 0.029], [0.001, 0.049, -0.055], [0.026, 0.001, -0.005], [-0.063, -0.001, 0.037], [0.002, 0.061, -0.275], [0.043, -0.010, 0.248], [0.000, -0.010, 0.021], [-0.013, -0.008, 0.020], [-0.011, 0.009, -0.013], [0.003, 0.011, -0.008], [-0.010, -0.008, 0.070], [-0.015, 0.046, -0.017], [0.009, -0.023, 0.014], [0.003, -0.009, -0.004], [0.053, 0.013, -0.054], [0.021, 0.079, 0.043], [0.038, -0.239, 0.301], [0.008, -0.026, 0.002], [-0.095, 0.000, -0.021], [0.294, 0.164, 0.201], [-0.344, 0.444, -0.166], [-0.081, -0.830, 0.073], [0.205, 0.361, -0.038], [-0.032, -0.102, -0.082], [-0.011, -0.042, -0.007], [-0.012, 0.043, 0.057], [-0.053, 0.050, -0.011], [-0.016, 0.118, -0.007], [0.280, -0.155, -0.101], [-0.082, 0.111, -0.031], [-0.027, 0.032, -0.003], [0.021, 0.001, -0.025], [-0.023, 0.004, 0.000], [-0.003, 0.001, -0.006], [-0.005, 0.014, 0.029], [0.007, -0.003, 0.005], [-0.004, -0.018, 0.003], [0.040, -0.006, -0.023], [-0.004, -0.029, 0.034], [-0.001, -0.026, 0.001], [0.014, -0.003, 0.045], [-0.005, -0.005, 0.004], [0.019, -0.010, 0.003]], "lowdin_charge": [0.452, 0.032, -0.132, -0.038, -0.315, 0.135, -0.209, -0.069, 0.093, -0.116, -0.185, -0.033, 0.153, 0.128, 0.115, 0.116, 0.016, -0.096, -1.047, 0.927, -1.147, -1.146, 0.495, 0.934, 0.491, 0.110, -0.028, -0.141, -0.090, -0.196, -0.141, -0.163, -0.150, -0.197, -0.258, -0.182, -0.161, 0.008, 0.103, 0.115, 0.118, 0.113, 0.117, 0.068, 0.019, 0.061, 0.097, 0.114, 0.112]}